1.
54
Properties=species:S:1:pos:R:3:forces:R:3:lowdin_spin:R:1 method="wB97M-V/def2-TZVPD" multiplicity=2 e_above_lowest_kcal_mol=7.53 s_squared=0.756 lumo_ev="4.09 / 2.94" gap_ev="6.71 / 5.56" total_charge=-2
Pb 0.59866 -0.21838 -0.16358 -0.3 0.1 -0.5 0.001
C -2.04978 0.80196 -3.70737 0.1 0.2 0.0 0.000
C -2.55323 0.25166 -2.38173 0.1 -0.3 -0.1 0.000
C -4.06472 0.38917 -2.26069 0.0 0.2 0.1 0.000
O -1.91073 1.01695 -1.36222 0.2 0.1 -0.3 0.002
C -2.14609 -1.26606 -2.35990 0.0 -0.6 0.3 0.000
O -2.93068 -2.03556 -2.95755 0.5 0.4 0.3 0.000
O -1.05830 -1.57681 -1.77293 -0.6 0.3 -0.3 0.004
H -2.36817 1.84401 -3.82973 0.0 -0.1 0.0 0.000
H -2.43927 0.19893 -4.52807 0.0 0.0 0.0 0.000
H -0.95679 0.76773 -3.72108 -0.1 0.0 0.0 0.000
H -4.36378 1.43304 -2.42095 0.1 -0.1 0.0 0.000
H -4.39056 0.08471 -1.26170 0.0 0.0 -0.1 0.000
H -4.54450 -0.25419 -2.99246 0.0 0.0 0.0 0.000
H -2.41921 0.92078 -0.55276 -0.2 0.0 0.4 0.000
C 0.62972 2.82474 6.26514 0.0 0.0 -0.1 0.001
C -0.25082 2.11553 5.26703 0.0 0.0 0.0 0.007
C -0.54481 0.76217 5.40319 0.0 0.0 0.0 -0.001
C -1.32769 0.10539 4.46592 0.0 -0.1 0.0 0.006
C -1.81475 0.81675 3.38054 0.1 0.1 0.0 0.009
C -1.53360 2.16803 3.22160 0.0 -0.1 0.0 0.007
C -0.76239 2.81151 4.17330 0.0 0.0 0.1 -0.001
S -2.79349 -0.01304 2.16719 -0.3 0.0 0.1 0.040
O -3.32530 1.02007 1.30416 0.1 -0.1 -0.1 0.018
O -3.73808 -0.83872 2.88393 0.0 -0.1 0.0 0.003
N -1.75241 -0.87653 1.27606 0.1 -0.1 0.2 0.363
C -1.68627 -2.23795 1.50291 -0.4 0.4 -0.4 0.151
C -0.19729 -2.60987 2.25457 0.9 -0.2 0.2 0.114
O -0.38403 -3.27074 3.26824 0.0 0.3 -0.5 0.162
O 0.79440 -2.18578 1.64611 -0.8 -0.1 0.2 0.081
H 0.92189 2.15851 7.07826 0.0 0.0 0.0 0.000
H 0.11938 3.69053 6.69489 0.0 0.0 0.0 0.000
H 1.53950 3.18772 5.77685 -0.1 0.0 0.0 0.000
H -0.14201 0.20959 6.24529 0.0 0.0 0.0 0.000
H -1.54885 -0.95408 4.56452 0.0 0.1 0.0 0.000
H -1.91440 2.68719 2.34986 0.0 0.0 0.1 0.000
H -0.53115 3.86645 4.05560 0.0 -0.1 0.0 0.000
H -1.57410 -2.78158 0.55504 0.2 0.0 0.1 0.027
H -2.47424 -2.63161 2.13361 0.0 -0.2 0.1 0.002
O 1.51135 2.18090 -0.43917 0.1 0.0 0.3 0.001
N 2.28081 2.76939 0.44523 0.0 0.1 -0.1 0.000
C 2.91440 3.90507 0.05921 -0.1 0.0 0.0 0.000
C 3.70519 4.63773 0.90249 0.0 0.0 0.0 0.000
C 3.87546 4.18927 2.21354 -0.1 -0.1 0.1 0.000
C 3.25492 3.02446 2.59669 0.0 0.1 -0.1 0.000
C 2.44113 2.27185 1.71860 -0.1 -0.1 0.0 0.000
S 1.68829 0.82156 2.21263 0.2 0.2 0.2 0.000
H 2.73065 4.17665 -0.96837 -0.1 -0.1 0.0 0.000
H 4.18613 5.53395 0.53402 0.0 0.0 0.0 0.000
H 4.49111 4.74324 2.91319 0.0 0.0 0.0 0.000
H 3.36673 2.62054 3.59512 0.0 0.1 -0.1 0.000
Se 5.51710 -0.65772 -2.39374 0.4 0.0 -0.2 0.000
C 3.89692 -0.73728 -1.64115 -1.0 0.0 0.5 0.000
N 2.83773 -0.79029 -1.14788 0.8 -0.1 -0.3 0.001

=====

2.
48
Properties=species:S:1:pos:R:3:forces:R:3:nbo_charge:R:1 method="wB97M-V/def2-TZVPD" multiplicity=1 e_above_lowest_kcal_mol=19.73 lumo_ev=-1.04 gap_ev=7.94
C 3.50847 2.67915 0.59898 -0.2 0.0 -0.2 -0.617
H 3.93799 3.62356 0.27583 0.1 0.1 0.0 0.215
C 2.27250 2.36946 -0.23647 0.1 0.4 0.1 -0.211
N 1.61650 1.13989 0.18592 0.4 0.1 -0.2 -0.495
C 0.37013 1.21111 0.68480 -0.4 -0.1 0.5 0.707
O -0.17126 2.26796 0.96183 -0.2 0.2 0.1 -0.636
C -0.40002 -0.09309 0.90397 -0.1 0.7 0.3 -0.152
N -0.47409 -0.84425 -0.33203 -0.7 0.5 -0.6 -0.681
S -1.27161 -0.10982 -1.58287 0.1 -0.3 -0.2 2.346
O -0.46594 0.99534 -2.01656 -0.2 0.3 0.3 -0.948
O -1.58112 -1.12081 -2.54730 -0.2 -0.2 0.3 -0.925
C -2.77763 0.59541 -0.90452 1.0 0.3 -0.5 -0.383
C -2.93826 1.95160 -0.90949 0.5 -0.5 -0.1 -0.119
C -4.11600 2.55646 -0.42494 -0.7 -0.1 0.3 -0.203
C -5.15399 1.81026 0.06251 0.1 0.6 -0.1 -0.169
C -5.01303 0.41237 0.09070 0.5 -1.0 -0.1 0.071
N -5.88408 -0.48932 0.54595 -0.7 0.0 0.3 -0.605
S -5.24462 -1.95049 0.39164 0.4 1.1 -0.3 0.984
N -3.83052 -1.53419 -0.24875 0.3 -0.5 -0.2 -0.651
C -3.80071 -0.20928 -0.38813 -1.1 -0.5 0.5 0.168
H -6.06440 2.25764 0.42767 -0.1 0.1 0.0 0.233
H -4.19019 3.63239 -0.44755 0.0 0.1 0.0 0.228
H -2.12975 2.55262 -1.29349 0.1 0.1 0.0 0.260
C -0.70368 -2.23784 -0.01268 -0.3 -0.9 -0.1 -0.227
H -0.42468 -2.84502 -0.87180 0.0 -0.1 0.1 0.228
H -1.75915 -2.42037 0.22433 0.2 -0.1 0.0 0.211
C 0.19213 -2.44444 1.20787 0.0 0.1 -0.2 -0.414
H 1.21003 -2.65451 0.88232 0.0 0.0 0.0 0.220
H -0.15455 -3.26630 1.83090 0.0 0.0 0.0 0.219
C 0.13952 -1.09573 1.94461 0.0 -0.1 0.0 -0.393
H -0.54027 -1.13872 2.79489 0.0 0.1 0.0 0.218
H 1.11967 -0.80436 2.31286 0.0 0.0 0.1 0.222
H -1.40759 0.23564 1.21310 0.3 0.0 0.0 0.213
C 2.30372 -0.05854 -0.15371 0.3 -0.3 0.1 0.228
C 2.17795 -0.60517 -1.42456 0.2 0.0 0.0 -0.231
C 2.88254 -1.74947 -1.75283 0.0 0.0 -0.1 -0.204
C 3.72894 -2.34024 -0.82827 0.1 -0.1 0.1 -0.212
C 3.87890 -1.77738 0.42762 0.1 -0.1 0.0 -0.225
C 3.17275 -0.63470 0.76492 -0.1 0.1 -0.1 -0.245
H 3.29719 -0.18855 1.74121 0.0 0.1 0.1 0.220
H 4.54879 -2.22537 1.14703 0.1 0.0 0.1 0.216
H 4.27698 -3.23390 -1.08767 0.0 -0.1 0.0 0.216
H 2.77160 -2.18010 -2.73649 0.0 0.0 -0.1 0.218
H 1.51412 -0.13761 -2.13361 0.0 0.0 -0.1 0.248
H 1.53453 3.16634 -0.12959 0.1 -0.1 -0.1 0.242
H 2.54133 2.27000 -1.29222 -0.1 0.0 0.0 0.196
H 3.24144 2.76207 1.64982 0.0 0.0 0.1 0.209
H 4.25945 1.90031 0.48429 0.1 0.0 0.0 0.207

=====

3.
44
Properties=species:S:1:pos:R:3:forces:R:3:nbo_charge:R:1 method="wB97M-V/def2-TZVPD" multiplicity=1 lumo_ev=-10.41 gap_ev=9.04 total_charge=+3
Sc -0.55108 -0.71676 -0.07430 -0.4 -0.4 -0.2 2.141
C 0.81280 1.89718 0.35799 0.1 -0.1 -0.1 -0.236
C -0.06323 2.06139 1.60219 0.0 0.0 0.0 -0.486
C -1.53111 1.71006 1.49859 0.0 -0.1 -0.1 0.261
C -2.49678 2.52565 2.05481 0.0 0.1 0.0 -0.207
C -3.83262 2.14722 2.01729 0.0 0.0 0.0 -0.044
C -4.19690 0.94834 1.41003 -0.1 0.1 0.0 -0.207
C -3.20302 0.18493 0.85879 0.1 0.0 0.0 0.049
N -1.89504 0.54698 0.90090 -0.1 0.2 0.2 -0.693
N 1.20961 0.47541 0.03808 0.0 0.1 0.0 -0.529
C 2.16819 -0.08656 1.04168 -0.1 0.1 -0.1 -0.276
C 1.95231 -1.56459 1.26045 0.0 0.0 0.0 0.223
C 2.92746 -2.35318 1.82779 0.1 -0.1 0.0 -0.212
C 2.64704 -3.68835 2.09110 0.0 -0.1 0.0 -0.045
C 1.39674 -4.20824 1.77106 0.0 0.0 0.0 -0.205
C 0.47151 -3.37398 1.19502 0.0 0.1 0.0 0.070
N 0.73450 -2.06765 0.94271 0.2 -0.1 0.0 -0.684
C 1.80454 0.39541 -1.34289 0.0 0.1 0.2 -0.278
C 0.75169 0.39669 -2.42610 0.0 0.0 0.0 0.211
C 0.98072 0.95812 -3.65988 0.0 0.0 -0.1 -0.209
C 0.00885 0.82747 -4.64818 0.0 0.0 -0.1 -0.046
C -1.17748 0.16044 -4.36760 0.0 0.0 0.0 -0.207
C -1.35870 -0.35160 -3.10483 0.1 0.0 0.1 0.080
N -0.40988 -0.24615 -2.14659 0.1 0.0 0.0 -0.677
H 1.73260 2.46920 0.49049 0.0 0.0 0.0 0.255
H 0.31390 2.29659 -0.52651 -0.1 0.0 0.0 0.238
H 0.00565 3.11055 1.88744 0.0 0.0 0.0 0.289
H 0.36290 1.52527 2.45607 0.0 0.0 0.0 0.250
H -2.20371 3.45474 2.52529 0.0 0.0 0.0 0.267
H -4.58886 2.78339 2.46093 0.0 0.0 0.0 0.276
H -5.22603 0.62144 1.36380 0.0 0.0 0.0 0.281
H -3.44724 -0.75390 0.36777 0.0 -0.1 0.0 0.216
H 2.03408 0.43971 1.98547 0.0 0.0 0.0 0.256
H 3.19099 0.11095 0.71817 0.0 0.0 0.0 0.260
H 3.89515 -1.93101 2.06744 0.0 0.0 0.0 0.268
H 3.40116 -4.32048 2.54398 0.0 0.0 0.0 0.276
H 1.14689 -5.24317 1.95964 0.0 0.0 0.0 0.281
H -0.51046 -3.74412 0.92219 0.0 0.0 0.0 0.227
H 2.38550 -0.52768 -1.39972 0.0 -0.1 0.0 0.255
H 2.50178 1.22310 -1.48034 0.0 0.0 0.0 0.262
H 1.90780 1.48045 -3.85710 0.0 0.0 0.0 0.268
H 0.17771 1.24669 -5.63246 0.0 0.0 0.0 0.276
H -1.95381 0.04353 -5.11114 0.0 0.0 0.0 0.281
H -2.27611 -0.86348 -2.83950 0.0 0.0 0.0 0.228

=====

4.
50
Properties=species:S:1:pos:R:3:forces:R:3:lowdin_spin:R:1 method="wB97M-V/def2-TZVPD" multiplicity=2 e_above_lowest_kcal_mol=12.81 s_squared=0.779 lumo_ev="-12.05 / -11.83" gap_ev="5.56 / 5.78" total_charge=+3
Re 0.26682 0.44756 0.02845 1.3 -1.1 1.6 0.629
O 0.19684 -1.82101 3.46903 -0.1 0.1 -0.2 0.075
C -0.02159 -1.03034 2.59708 -0.7 0.0 0.5 0.013
N 0.71536 -0.94009 1.41962 -0.4 1.1 -2.1 0.176
C 2.09743 -1.36431 1.51833 0.6 -0.1 -0.1 0.017
C 2.91033 -0.10565 1.32754 0.2 -0.3 0.2 0.012
C 4.17974 0.10856 1.83237 -0.3 0.1 -0.1 0.000
C 4.78223 1.34551 1.63300 -0.2 -0.1 -0.1 0.007
C 4.10829 2.31975 0.90176 -0.2 -0.1 0.0 -0.001
C 2.84351 2.03273 0.42300 0.4 0.6 -0.1 0.008
N 2.25049 0.85133 0.63515 -0.2 -0.2 0.1 0.007
C -1.00271 0.09457 2.69497 -0.1 -0.2 0.7 0.004
C -1.90214 0.19359 3.74274 0.2 0.0 -0.4 -0.002
C -2.63638 1.36708 3.87760 0.2 -0.1 -0.1 0.006
C -2.39970 2.40354 2.98404 0.2 -0.1 -0.2 -0.003
C -1.48476 2.22088 1.95449 -0.5 0.7 0.2 0.005
N -0.81143 1.08193 1.79537 0.4 -0.4 -0.5 -0.004
H 2.32422 -2.11134 0.74628 0.0 0.1 0.1 0.007
H 2.28756 -1.82501 2.49622 -0.1 0.1 -0.2 0.000
H 4.66726 -0.66352 2.40777 0.1 -0.1 0.0 0.000
H 5.75937 1.53941 2.04995 0.1 0.1 0.0 0.000
H 4.54975 3.28838 0.72428 0.0 0.1 0.0 0.000
H 2.27899 2.76218 -0.15198 0.1 0.0 0.0 0.003
H -1.99574 -0.63819 4.42629 0.0 0.0 0.1 0.000
H -3.34908 1.47412 4.68236 -0.1 0.0 0.0 0.000
H -2.91446 3.34753 3.07953 0.0 0.1 0.0 0.000
H -1.27188 3.03052 1.26621 -0.1 -0.1 -0.1 0.001
N -4.58444 -2.76787 -2.97656 -0.7 -0.4 -0.3 0.000
C -3.37012 -2.44108 -2.57063 0.9 0.5 0.3 0.000
O -2.38818 -3.16118 -2.58309 -0.1 -0.2 0.0 -0.001
C -3.13433 -1.01934 -2.08709 -0.1 -0.1 -0.1 -0.001
C -3.72357 0.11136 -2.64108 0.3 0.0 0.4 0.013
C -3.27560 1.35914 -2.22302 0.2 0.1 0.1 -0.001
C -2.22347 1.43095 -1.32803 -0.5 0.8 -0.4 0.010
N -1.64533 0.33970 -0.81233 0.1 -0.3 0.1 -0.001
C -2.11596 -0.85988 -1.15649 -0.5 -0.7 -0.3 0.009
H -4.72291 -3.71148 -3.31604 0.0 0.1 0.0 0.000
H -5.39003 -2.16454 -2.92825 0.1 0.0 0.1 0.000
H -4.49050 0.03968 -3.39764 -0.1 0.0 -0.1 0.001
H -3.71762 2.26144 -2.61488 0.0 0.1 0.0 0.000
H -1.81190 2.39180 -1.03015 -0.1 0.0 0.0 0.002
H -1.65441 -1.73355 -0.70453 0.0 0.1 -0.2 0.000
N 2.32620 -2.23675 -3.08774 0.1 -0.1 -0.2 0.000
C 2.40587 -1.01438 -2.61990 0.4 -0.1 0.4 0.005
N 3.56311 -0.39277 -2.49643 0.2 -0.1 -0.1 0.001
S 0.91436 -0.18718 -2.23195 -1.0 0.3 0.8 0.003
H 3.13926 -2.71660 -3.46301 -0.1 0.0 0.1 0.000
H 1.44151 -2.71521 -3.19603 -0.1 0.1 0.1 0.000
H 4.42299 -0.80661 -2.84381 -0.1 0.0 0.1 0.000
H 3.60673 0.58466 -2.25280 -0.1 0.0 0.0 0.000

=====

Number 1: DFT total energy -133144.03682 eV. Number 2: DFT total energy -53800.86355 eV. Number 3: DFT total energy -46664.95345 eV. Number 4: DFT total energy -47493.45714 eV.